Entry 1:
ORCA calculation (ωB97M-V/def2-TZVPD) on a cluster of 2 separate species, C4H10N2O3 in total at a distorted geometry.

Element x y z (Å)
O: 3.67 0.46 2.03
O: 3.28 1.29 0.13
O: 0.14 -2.23 -1.36
N: 2.86 0.58 1.18
N: 1.49 0.76 -1.65
C: -0.31 0.41 1.11
C: -0.68 -0.92 0.49
C: 0.39 0.19 -1.45
C: 0.36 -1.12 -0.61
H: -0.71 0.61 2.09
H: 1.33 -1.30 -0.10
H: -0.49 0.41 -1.85
H: 1.52 1.50 -2.42
H: -0.68 -1.71 1.39
H: -0.76 1.27 0.57
H: -0.75 -2.26 -1.60
H: 2.55 1.25 -0.46
H: -1.69 -0.95 0.16
H: 0.77 0.42 1.03

Calculated values
relative energy (zero: lowest compared OMol25 entry of this formula, charge and spin)	123.6	kcal/mol
DFT total energy	-13428.4982	eV
SMILES	[H]/N=C/[C@H](O)CC.O=NO
highest occupied orbital energy	-0.35673	Eh
M	134.1	g mol⁻¹
frontier orbital gap	10.285	eV

Entry 2:
ORCA calculation (ωB97M-V/def2-TZVPD) on a cluster of 2 separate species, C4H7NO in total at a distorted geometry.

Element x y z (Å)
O: 3.64 -1.15 -1.63
N: -2.07 0.49 -0.35
C: 0.03 0.40 0.38
C: -0.78 0.33 -0.74
C: -2.13 0.46 1.02
C: -0.84 0.40 1.51
H: 3.56 -0.87 -0.72
H: -3.05 0.45 1.58
H: -0.63 0.23 2.55
H: 1.06 0.23 0.68
H: -2.87 0.24 -0.91
H: -0.46 0.24 -1.76
H: 4.53 -1.45 -1.61

Calculated values
relative energy (zero: lowest compared OMol25 entry of this formula, charge and spin)	31.1	kcal/mol
DFT total energy	-7798.2941	eV
SMILES	c1cc[nH]c1.O
highest occupied orbital energy	-0.30222	Eh
M	85.1	g mol⁻¹
frontier orbital gap	9.123	eV

Entry 3:
ORCA calculation (ωB97M-V/def2-TZVPD) on the ion C9H17N4O with charge +1 at a distorted geometry.

Element x y z (Å)
O: -1.56 -0.74 -1.14
N: 0.99 1.50 -0.31
N: 0.60 -1.04 -1.64
N: -1.22 1.62 -0.18
N: 0.61 2.65 -0.67
C: 1.99 -0.70 -1.50
C: -0.25 0.06 1.47
C: 0.20 -1.50 -2.96
C: 0.37 -1.30 1.54
C: -0.10 0.72 -0.03
C: -1.75 -0.09 1.66
C: -0.40 -0.50 -0.99
C: 0.39 0.90 2.53
C: -0.72 2.78 -0.63
H: 0.12 0.49 3.59
H: 0.24 1.97 2.38
H: -2.15 1.28 -0.27
H: 2.23 0.37 -1.59
H: 1.37 -1.45 1.46
H: 2.42 -1.04 -0.58
H: 0.13 -1.69 2.56
H: -0.02 -2.03 0.93
H: -2.18 -0.35 0.78
H: -1.98 -0.85 2.52
H: 2.54 -1.27 -2.23
H: 1.50 0.74 2.33
H: -2.28 0.78 1.82
H: -0.87 -1.42 -3.05
H: 0.45 -2.58 -3.15
H: 0.66 -0.86 -3.72
H: -1.33 3.54 -0.94

Calculated values
relative energy (zero: lowest compared OMol25 entry of this formula, charge and spin)	0.0	kcal/mol
DFT total energy	-17604.5550	eV
net charge	+1
spin multiplicity	3
⟨S²⟩	2.014
highest occupied orbital energy (alpha / beta)	-0.46583 / -0.50017	Eh
M	197.3	g mol⁻¹
frontier orbital gap (alpha / beta)	9.334 / 5.471	eV

Entry 4:
ORCA calculation (ωB97M-V/def2-TZVPD) on the molecule CH5NOSi at a distorted geometry.

Element x y z (Å)
Si: 1.17 -0.06 0.05
O: -0.34 0.65 2.26
N: -1.80 0.29 0.29
C: -0.55 0.41 0.65
H: 2.12 0.85 0.77
H: -2.28 -0.08 -0.55
H: -2.49 0.71 0.95
H: 1.67 -0.12 -1.29
H: 1.17 -1.40 0.27

Calculated values
relative energy (zero: lowest compared OMol25 entry of this formula, charge and spin)	72.1	kcal/mol
DFT total energy	-12529.4048	eV
SMILES	NC(=O)[SiH3]
highest occupied orbital energy (alpha / beta)	-0.33656 / -0.33658	Eh
M	75.1	g mol⁻¹
frontier orbital gap (alpha / beta)	9.336 / 9.337	eV

Entry 5:
ORCA calculation (ωB97M-V/def2-TZVPD) on a cluster of 11 separate species, C69H161N11O11 in total at a distorted geometry.

Element x y z (Å)
O: 11.14 15.26 15.98
O: 20.24 18.37 12.35
O: 19.85 14.89 21.54
O: 23.30 22.40 21.07
O: 20.04 14.02 12.31
O: 26.19 14.38 18.33
O: 18.20 19.00 25.40
O: 19.20 17.89 17.22
O: 12.19 17.53 20.62
O: 15.59 24.77 16.74
O: 15.94 17.05 12.80
N: 14.31 24.27 16.84
N: 20.87 19.61 12.12
N: 23.43 22.07 19.68
N: 26.48 15.42 17.35
N: 20.30 12.90 15.76
N: 15.69 18.32 17.60
N: 17.74 20.09 24.56
N: 14.34 16.85 15.56
N: 12.98 14.50 18.72
N: 21.36 16.16 24.71
N: 17.57 19.27 12.25
C: 12.12 17.77 14.93
C: 12.92 22.36 17.59
C: 18.38 21.33 25.08
C: 24.64 20.52 18.19
C: 12.62 16.80 19.49
C: 22.10 21.54 19.22
C: 21.69 19.52 10.91
C: 12.45 18.90 20.53
C: 20.04 14.98 22.97
C: 19.85 12.78 14.32
C: 12.66 15.32 19.89
C: 25.85 22.10 19.80
C: 25.31 15.41 16.46
C: 18.09 22.51 24.14
C: 22.42 15.56 22.62
C: 20.21 16.84 17.37
C: 21.14 16.01 23.23
C: 16.41 15.74 12.40
C: 20.40 15.19 11.57
C: 17.40 20.94 22.31
C: 21.53 20.54 20.23
C: 21.24 22.76 19.06
C: 28.15 16.24 18.87
C: 17.58 21.62 26.35
C: 16.80 17.61 13.83
C: 10.60 13.95 15.81
C: 17.07 18.67 17.62
C: 15.12 21.90 16.37
C: 22.38 19.07 14.00
C: 13.31 26.33 16.01
C: 23.36 19.87 17.90
C: 12.41 15.36 15.51
C: 21.44 20.13 13.40
C: 18.34 12.65 14.24
C: 23.92 15.62 17.07
C: 17.77 19.68 23.19
C: 12.88 16.79 15.82
C: 20.26 20.30 14.41
C: 19.93 21.15 25.33
C: 20.68 19.27 9.78
C: 18.22 22.13 22.69
C: 19.24 19.22 22.75
C: 12.03 24.15 16.01
C: 13.55 15.16 21.05
C: 25.74 16.99 19.08
C: 27.13 17.66 17.16
C: 25.28 14.06 15.76
C: 16.74 18.55 22.93
C: 22.19 20.84 17.88
C: 14.30 22.84 17.32
C: 13.94 24.57 14.35
C: 17.91 17.42 17.62
C: 26.86 16.58 18.20
C: 25.69 16.49 15.44
C: 14.95 22.72 18.76
C: 22.75 18.41 10.83
C: 15.47 19.71 13.53
C: 17.27 19.57 18.88
C: 20.46 14.01 13.67
C: 22.19 21.42 13.14
C: 26.12 17.81 16.01
C: 16.87 19.08 13.57
C: 23.17 21.40 11.95
C: 13.40 24.81 15.78
C: 24.62 21.19 19.58
C: 18.79 14.03 21.16
C: 22.43 20.89 10.71
C: 24.73 20.17 20.65
C: 11.96 22.64 16.41
H: 12.46 15.27 14.40
H: 21.20 13.36 15.88
H: 25.91 22.42 20.82
H: 14.56 16.68 14.57
H: 15.34 18.10 16.68
H: 23.45 22.44 11.74
H: 24.54 14.01 14.92
H: 17.14 22.88 24.45
H: 21.51 15.38 11.33
H: 23.98 15.24 18.13
H: 24.97 17.51 18.58
H: 12.38 22.02 15.65
H: 17.61 20.78 27.03
H: 21.80 21.72 10.25
H: 19.87 19.30 14.63
H: 20.35 12.04 16.29
H: 20.08 19.75 23.21
H: 16.17 22.20 16.33
H: 13.02 26.41 17.07
H: 15.94 24.33 15.96
H: 26.13 17.66 19.80
H: 26.41 16.01 14.84
H: 13.51 19.14 20.55
H: 14.63 15.97 16.06
H: 23.07 16.41 22.57
H: 20.16 14.99 14.09
H: 11.54 24.63 16.84
H: 15.79 18.92 23.30
H: 13.52 14.14 21.50
H: 17.02 17.66 23.53
H: 26.98 13.86 18.24
H: 21.91 20.64 21.21
H: 23.96 19.45 20.65
H: 24.84 16.76 14.77
H: 12.52 22.72 18.56
H: 22.26 15.24 21.64
H: 12.99 13.55 18.97
H: 21.31 20.35 17.57
H: 12.43 18.88 15.03
H: 26.52 18.30 15.13
H: 20.49 16.58 25.09
H: 24.57 20.77 21.61
H: 19.90 20.02 9.73
H: 17.10 18.73 11.54
H: 24.07 20.80 12.15
H: 24.99 21.26 17.49
H: 19.02 12.95 21.28
H: 18.25 19.58 19.32
H: 20.32 11.92 13.83
H: 22.36 19.14 15.11
H: 13.08 14.61 15.98
H: 16.50 19.20 19.63
H: 19.53 20.89 13.88
H: 23.45 18.51 11.63
H: 21.64 19.44 20.01
H: 14.87 25.02 14.07
H: 14.68 21.95 15.41
H: 21.22 19.25 8.85
H: 25.17 18.34 16.22
H: 22.98 14.80 23.20
H: 12.27 17.56 13.90
H: 20.25 21.74 26.20
H: 25.45 19.77 18.25
H: 17.42 19.57 14.33
H: 23.48 19.38 16.88
H: 9.62 13.90 16.28
H: 25.15 13.44 16.66
H: 11.89 19.35 21.30
H: 19.29 19.34 21.63
H: 23.19 18.97 18.57
H: 11.59 15.08 20.20
H: 17.95 11.73 14.63
H: 19.28 18.14 22.99
H: 21.37 22.14 12.89
H: 23.26 15.06 16.48
H: 28.03 15.48 19.70
H: 12.98 21.23 17.68
H: 21.56 23.36 18.17
H: 17.40 19.25 16.75
H: 15.75 15.29 11.66
H: 21.56 13.93 13.68
H: 14.10 23.51 14.23
H: 15.20 19.15 17.88
H: 28.94 15.84 18.23
H: 17.00 20.62 18.69
H: 17.94 13.36 14.96
H: 10.91 22.34 16.51
H: 20.02 16.05 12.06
H: 28.45 17.22 19.37
H: 14.47 23.39 19.50
H: 12.53 26.78 15.40
H: 11.24 13.21 16.28
H: 14.83 19.30 12.72
H: 23.61 16.67 17.07
H: 15.51 20.76 13.29
H: 15.05 20.90 16.79
H: 17.37 15.86 11.87
H: 19.12 15.38 23.35
H: 17.99 17.05 18.63
H: 18.79 23.34 24.36
H: 11.45 24.22 15.10
H: 17.78 17.22 13.77
H: 17.65 20.25 12.00
H: 19.23 21.93 22.40
H: 16.34 17.34 14.79
H: 22.22 17.42 10.74
H: 14.98 19.67 14.50
H: 21.18 17.28 17.07
H: 20.35 14.02 23.41
H: 13.67 17.12 19.13
H: 14.58 15.29 20.83
H: 17.85 22.94 22.03
H: 12.70 17.09 16.87
H: 19.84 15.09 10.61
H: 18.54 14.21 20.15
H: 10.49 13.67 14.77
H: 12.15 14.55 18.19
H: 22.71 21.76 14.04
H: 20.78 16.94 22.78
H: 17.62 20.59 21.26
H: 20.60 21.43 24.49
H: 16.00 22.88 18.81
H: 16.52 15.03 13.27
H: 20.12 20.10 25.45
H: 25.78 22.91 19.06
H: 13.27 15.89 21.79
H: 20.62 20.68 15.37
H: 16.79 18.35 21.90
H: 16.33 21.04 22.32
H: 11.07 17.76 15.19
H: 28.03 17.18 16.69
H: 19.99 15.99 16.71
H: 17.37 18.67 25.73
H: 20.26 18.31 9.99
H: 26.84 21.54 19.62
H: 12.04 19.32 19.60
H: 27.35 18.59 17.71
H: 23.34 23.35 20.96
H: 17.85 14.28 21.76
H: 22.15 18.03 13.71
H: 20.20 16.46 18.39
H: 21.31 23.36 19.95
H: 25.67 19.59 20.58
H: 20.20 22.41 18.97
H: 23.39 19.28 13.71
H: 20.46 20.72 20.33
H: 17.89 22.50 26.92
H: 23.21 20.72 9.96
H: 14.77 21.67 19.12
H: 14.23 26.83 15.81
H: 17.47 16.72 16.93
H: 23.31 18.48 9.87
H: 13.21 24.86 13.61
H: 25.33 16.12 19.58
H: 19.29 18.64 12.32
H: 22.36 21.62 17.11
H: 16.53 21.79 25.94
H: 22.16 16.87 24.84
H: 26.24 13.88 15.37
H: 17.88 12.92 13.31
H: 11.93 16.87 18.62

Calculated values
relative energy (zero: lowest compared OMol25 entry of this formula, charge and spin)	44.8	kcal/mol
DFT total energy	-113066.1068	eV
SMILES	CC1(C)CCCC(C)(C)N1O.CC1(C)CCCC(C)(C)N1O.CC1(C)CCCC(C)(C)N1O.CC1(C)CCCC(C)(C)N1O.CC1(C)CCCC(C)(C)N1O.COC[C@H](C)N.COC[C@H](C)N.COC[C@H](C)N.COC[C@H](C)N.COC[C@H](C)N.COC[C@H](C)N
highest occupied orbital energy	-0.29779	Eh
M	1321.1	g mol⁻¹
frontier orbital gap	8.577	eV

Entry 6:
ORCA calculation (ωB97M-V/def2-TZVPD) on a cluster of 2 separate species, C10H15NO3 in total at a distorted geometry.

Element x y z (Å)
O: -2.88 -0.10 0.14
O: 0.21 2.32 -0.24
O: -3.71 -2.10 -0.49
N: -2.98 -1.51 0.22
C: 0.28 0.03 0.36
C: 1.17 -1.61 -1.37
C: 0.06 -1.02 1.23
C: -0.67 -0.71 2.37
C: -0.80 1.61 1.86
C: -1.06 0.59 2.71
C: 1.01 -0.17 -0.99
C: 0.22 0.39 -2.15
C: -0.09 1.36 0.66
C: 2.46 0.49 -0.72
H: 0.66 0.01 -3.11
H: 1.74 -1.79 -2.24
H: 3.12 -0.22 -0.23
H: 0.44 -1.93 1.17
H: -0.86 -1.56 2.92
H: -1.93 0.13 0.29
H: -1.21 2.58 2.11
H: 1.73 -2.18 -0.58
H: -0.19 3.11 -0.03
H: 0.38 1.46 -2.36
H: 2.96 0.80 -1.69
H: 2.18 1.25 0.11
H: 0.27 -2.22 -1.38
H: -1.65 0.81 3.53
H: -0.85 0.16 -2.11

Calculated values
relative energy (zero: lowest compared OMol25 entry of this formula, charge and spin)	100.2	kcal/mol
DFT total energy	-18241.5860	eV
SMILES	CC(C)(C)c1ccccc1O.O=NO
highest occupied orbital energy	-0.32591	Eh
M	197.2	g mol⁻¹
frontier orbital gap	9.244	eV

Entry 7:
ORCA calculation (ωB97M-V/def2-TZVPD) on a structure of composition C26H50MoNOP3 at a distorted geometry.

Element x y z (Å)
Mo: 0.30 -0.35 0.02
P: 1.52 -1.47 1.89
P: -1.46 -1.89 0.31
P: 1.63 -2.03 -1.33
O: -2.44 -0.20 -3.35
N: 0.30 2.60 3.68
C: -1.98 3.15 -2.97
C: -1.24 3.66 1.50
C: -3.07 2.76 0.25
C: -1.29 0.06 -3.82
C: -0.95 1.98 4.21
C: -1.01 1.47 0.45
C: 1.08 1.09 -4.97
C: -1.22 -3.59 0.98
C: -2.29 1.64 -0.09
C: -0.93 -0.27 -5.19
C: 1.18 -2.29 -3.09
C: 3.26 -1.18 -1.41
C: 0.20 0.30 -5.74
C: 0.63 2.21 2.24
C: -0.91 3.95 -3.07
C: 2.11 -3.19 2.16
C: 0.83 1.28 -3.61
C: 0.61 -1.32 3.48
C: 2.21 -3.76 -1.06
C: 1.45 2.39 4.60
C: 3.07 -0.52 2.16
C: -2.52 3.81 0.99
C: -0.54 2.45 1.35
C: -0.30 0.76 -3.02
C: -2.74 -1.30 1.47
C: -2.41 -2.32 -1.20
H: 1.41 -4.37 -0.63
H: 2.29 2.98 4.24
H: 1.73 1.34 4.63
H: -0.33 -1.90 3.44
H: -2.49 -1.49 -1.93
H: 0.10 -2.21 -3.20
H: -4.09 2.84 -0.12
H: 1.52 2.80 1.96
H: 3.72 -1.41 -2.38
H: 0.41 0.13 -6.80
H: 3.13 -0.10 -1.31
H: -0.44 4.48 -2.24
H: 1.52 -3.66 2.96
H: -1.80 2.26 3.57
H: -1.62 -0.92 -5.74
H: -2.55 2.86 -3.86
H: 2.48 -4.21 -2.03
H: 1.49 -3.29 -3.43
H: -3.06 -0.28 1.21
H: 3.56 -0.91 3.06
H: 0.38 -0.28 3.73
H: -1.92 -3.17 -1.69
H: -0.58 4.26 -4.07
H: -3.42 -2.61 -0.87
H: 1.46 1.94 -3.01
H: -2.36 -1.30 2.49
H: -2.21 -4.06 0.97
H: -3.10 4.72 1.19
H: -0.79 4.47 2.07
H: -0.85 0.89 4.23
H: 3.17 -3.16 2.47
H: -0.55 -4.16 0.33
H: 2.03 -3.81 1.27
H: 2.87 0.55 2.29
H: -3.60 -1.98 1.40
H: 1.65 -1.52 -3.71
H: 1.17 2.71 5.60
H: 3.74 -0.63 1.30
H: 3.91 -1.54 -0.60
H: -0.64 1.16 -2.06
H: -2.66 0.92 -0.83
H: 0.12 3.61 3.64
H: 0.94 1.15 2.28
H: 1.95 1.57 -5.42
H: -2.46 2.91 -2.03
H: -0.72 -0.73 -1.34
H: 1.25 -1.74 4.27
H: 3.11 -3.80 -0.43
H: -0.84 -3.57 2.01
H: -1.11 2.35 5.23

Calculated values
relative energy (zero: lowest compared OMol25 entry of this formula, charge and spin)	0.0	kcal/mol
DFT total energy	-60986.0924	eV
net charge	+4
spin multiplicity	3
⟨S²⟩	2.216
highest occupied orbital energy (alpha / beta)	-0.70672 / -0.69513	Eh
M	581.6	g mol⁻¹
frontier orbital gap (alpha / beta)	4.692 / 3.529	eV

Entry 8:
ORCA calculation (ωB97M-V/def2-TZVPD) on a structure of composition C2H8ClN2OP at a distorted geometry.

Element x y z (Å)
Cl: 2.25 -1.46 -0.94
P: 0.82 -0.07 -0.81
O: 1.22 1.31 -1.05
N: 0.34 -0.52 1.43
N: -0.40 -0.61 -1.68
C: 1.48 -0.02 2.19
C: -1.28 0.34 -2.33
H: -0.82 1.26 -1.99
H: -1.19 0.29 -3.38
H: 0.39 -1.49 1.39
H: 2.39 0.14 1.46
H: -2.29 0.25 -2.00
H: 1.74 -0.70 2.94
H: -0.58 -1.65 -1.81
H: 1.34 0.87 2.73

Calculated values
relative energy (zero: lowest compared OMol25 entry of this formula, charge and spin)	49.9	kcal/mol
DFT total energy	-29042.2967	eV
highest occupied orbital energy (alpha / beta)	-0.32249 / -0.32246	Eh
M	142.5	g mol⁻¹
frontier orbital gap (alpha / beta)	9.107 / 9.106	eV

Entry 9:
ORCA calculation (ωB97M-V/def2-TZVPD) on a structure of composition C4H6N2.

Element x y z (Å)
N: -0.27 0.32 0.93
N: 1.51 1.19 -0.17
C: -1.38 -0.49 -0.34
C: 0.41 1.42 0.55
C: 0.44 -0.72 0.28
C: 1.54 -0.14 -0.36
H: -1.17 -1.13 -1.20
H: 0.30 -1.75 0.58
H: -1.82 0.45 -0.66
H: 2.36 -0.63 -0.88
H: -2.00 -1.00 0.39
H: 0.10 2.41 0.84

Calculated values
relative energy (zero: lowest compared OMol25 entry of this formula, charge and spin)	75.6	kcal/mol
DFT total energy	-7222.3128	eV
highest occupied orbital energy	-0.31998	Eh
M	82.1	g mol⁻¹
frontier orbital gap	9.139	eV

Entry 10:
ORCA calculation (ωB97M-V/def2-TZVPD) on a cluster of 5 separate species, H10S5 in total at a distorted geometry.

Element x y z (Å)
S: -4.84 4.39 2.44
S: 2.54 -2.71 -0.75
S: 0.00 -0.35 -0.62
S: -4.06 -2.14 0.21
S: 6.28 0.73 -1.39
H: 5.45 0.22 -0.37
H: -3.43 -1.00 -0.05
H: -3.68 5.24 2.52
H: -5.32 4.77 1.32
H: -0.95 -0.52 0.28
H: 0.11 0.95 -0.52
H: 3.26 -3.84 -0.97
H: 7.12 -0.39 -1.32
H: -4.78 -1.86 1.22
H: 3.49 -2.11 -0.29

Calculated values
relative energy (zero: lowest compared OMol25 entry of this formula, charge and spin)	19.9	kcal/mol
DFT total energy	-54336.8624	eV
SMILES	S.S.S.S.S
highest occupied orbital energy	-0.35481	Eh
M	170.4	g mol⁻¹
frontier orbital gap	10.076	eV

> What is the M in the second record?

85.1 g mol⁻¹

> Look up the DFT total energy of the fifth one.

-113066.1068 eV